Version w
A cluster of 2 separate species, C5H11NO in total. Source: the OMol25 dataset; level of theory: ωB97M-V/def2-TZVPD.

Each line ends with the Mulliken charge.
Element x y z (Å)
C -1.4363 1.6432 1.8608  -0.924
C -0.5398 1.0916 1.0254  -0.210
N 0.5841 0.4575 1.4225  0.128
C 1.6039 -0.1332 0.5499  -1.411
C 1.8759 -0.6772 -1.8796  -0.965
C 1.0876 -0.6781 -0.7312  -0.187
H -1.3188 1.6749 2.9356  0.254
H -2.3451 2.0989 1.4973  0.282
H -0.6893 1.2150 -0.0367  0.278
H 0.7704 0.5174 2.4113  0.402
H 2.1485 -0.9085 1.1478  0.455
H 2.3576 0.6101 0.3069  0.086
H 1.6127 -1.3172 -2.7076  0.371
H 2.6851 0.0486 -1.9421  0.294
H 0.3096 -1.4244 -0.6728  0.219
H -2.8464 -0.4988 -1.3591  0.346
H -1.8079 -1.1809 -2.2004  0.313
O -2.6365 -1.3674 -1.7380  -0.730

LUMO level (alpha / beta)	3.93 / 3.79	eV
charge	-1
gap between HOMO and LUMO (alpha / beta)	3.12 / 7.72	eV
spin multiplicity	2

=====

Version x
A structure of composition C5H11NO. Source: the OMol25 dataset; level of theory: ωB97M-V/def2-TZVPD.

Each line ends with the Mulliken charge.
Element x y z (Å)
C 0.0589 -2.4109 1.1499  -0.937
O -1.3257 1.9396 2.2286  -1.067
C -0.3263 -1.0550 1.2336  -0.124
C -0.2421 -0.1289 0.2299  -0.442
C 0.6457 -0.2863 -0.9536  0.219
C -0.0599 0.1693 -2.2893  -0.448
N 1.1925 0.7240 -2.2772  -0.501
H 0.6281 -2.7912 0.3040  0.313
H -0.0047 -2.9439 2.0931  0.282
H -1.0726 2.2160 3.1269  0.104
H -0.8916 -0.8850 2.1487  0.425
H 1.3366 3.2259 -0.0043  -0.001
H -0.8711 0.7485 0.3712  0.321
H 1.5968 2.9711 0.6406  0.000
H 1.5642 0.4707 -1.0621  0.195
H 1.0319 -1.2881 -1.1234  0.147
H -0.9459 0.8497 -2.1301  0.240
H -0.2007 -0.6160 -3.0324  0.274

LUMO level (alpha / beta)	3.73 / 3.04	eV
charge	-1
gap between HOMO and LUMO (alpha / beta)	6.30 / 5.53	eV
spin multiplicity	2

=====

Name the least stable of them. version x.

=====

Version w
A cluster of 2 separate species, C4H11NO3 in total. Source: the OMol25 dataset; level of theory: ωB97M-V/def2-TZVPD.

Each line ends with the Mulliken charge.
Element x y z (Å)
O -0.2599 -2.9231 0.1361  -0.529
C -1.0011 -2.0125 -0.1440  0.043
N -0.7044 -0.9803 -1.0909  -0.123
C -1.3502 0.2466 -0.6693  -0.860
C -0.3975 1.0789 0.1211  0.049
C 0.9964 1.4082 -0.4916  -0.749
O 1.1488 1.8746 -1.8195  -0.511
H -2.0391 -1.9891 0.2349  0.342
H 0.1978 -0.9174 -1.5519  0.267
H -1.5034 0.8842 -1.7533  0.237
H -2.3892 0.2015 -0.2448  0.390
H -0.0491 0.5469 1.0694  0.152
H -0.8470 2.0306 0.5112  0.335
H 1.4593 2.2536 0.0739  0.364
H 1.8022 0.5924 -0.3799  0.309
H 0.9710 1.1438 -2.3523  0.300
H 0.7727 -1.6747 2.8749  0.312
H 1.9616 -0.9057 2.4517  0.309
O 1.2309 -0.8585 3.0243  -0.636

LUMO level	0.65	eV
charge	0
gap between HOMO and LUMO	10.59	eV
spin multiplicity	1

=====

Version x
A structure of composition C4H11NO3. Source: the OMol25 dataset; level of theory: ωB97M-V/def2-TZVPD.

Each line ends with the Mulliken charge.
Element x y z (Å)
C -0.1718 -0.2704 0.2557  1.008
C 0.3962 0.8509 -0.8946  -0.113
C 0.3590 0.3910 1.4534  -0.764
C -0.4536 0.5955 -2.1332  -1.351
N 0.5599 -1.5061 -0.0558  -0.695
O -1.5096 -0.4010 0.3228  -0.805
O 1.7613 0.6496 -1.0935  -0.584
O -0.7414 -0.4802 2.6102  -0.640
H -1.5171 -0.5844 1.6287  0.445
H 1.8812 -0.3188 -1.0633  0.430
H -0.8884 0.0738 3.3837  0.315
H 0.2539 1.8762 -0.5467  0.460
H 0.6811 -2.0499 0.7923  0.259
H -0.0350 -2.0519 -0.6705  0.244
H 1.4062 0.2440 1.7020  0.364
H -0.0373 1.3854 1.6291  0.419
H -1.5089 0.7163 -1.9028  0.323
H -0.1453 1.2955 -2.9106  0.386
H -0.2905 -0.4155 -2.5069  0.299

LUMO level	0.23	eV
charge	0
gap between HOMO and LUMO	9.25	eV
spin multiplicity	1

=====

Version y
A cluster of 2 separate species, C4H11NO3 in total. Source: the OMol25 dataset; level of theory: ωB97M-V/def2-TZVPD.

Each line ends with the Mulliken charge.
Element x y z (Å)
C -2.5469 0.3252 -0.8014  -0.066
N -1.8508 0.9427 0.1764  -0.089
C -0.7754 -0.4056 1.9593  -1.401
C -0.5947 0.5143 0.7596  0.311
C 0.3925 -0.0141 -0.2705  -0.586
O 1.6098 -0.2490 0.4218  -0.490
O -2.4062 -0.8223 -1.1576  -0.537
H -3.2804 0.9975 -1.2909  0.352
H -2.1937 1.8529 0.4276  0.260
H -1.1674 -1.3696 1.6126  0.302
H -1.4759 -0.0255 2.7021  0.364
H 0.1705 -0.6117 2.4357  0.357
H -0.1000 1.4074 1.1676  0.268
H 0.0075 -0.9629 -0.6641  0.344
H 0.5179 0.7146 -1.0611  0.349
H 2.2760 -0.5163 -0.2254  0.279
H 3.8754 0.1272 -2.3842  0.307
H 3.8469 -1.3789 -2.1162  0.311
O 3.6949 -0.5260 -1.6913  -0.636

LUMO level	0.46	eV
charge	0
gap between HOMO and LUMO	10.04	eV
spin multiplicity	1

=====

Version z
A cluster of 2 separate species, C4H11NO3 in total. Source: the OMol25 dataset; level of theory: ωB97M-V/def2-TZVPD.

Each line ends with the Mulliken charge.
Element x y z (Å)
C 1.2742 0.0241 -1.3096  -0.009
N 0.9216 0.5626 -0.1190  0.153
C 1.6024 1.7761 0.3396  -1.122
C -0.1519 0.0438 0.6893  -0.444
C -1.1617 1.1034 1.0742  -0.596
O -2.5853 1.0040 1.0233  -0.507
O 0.7519 -0.9910 -1.7463  -0.564
H 2.0421 0.5281 -1.8945  0.372
H 2.6758 1.6858 0.1651  0.413
H 1.2748 2.6211 -0.2781  0.362
H 1.5046 1.9328 1.4234  0.314
H 0.3161 -0.2476 1.7081  0.184
H -0.4770 -0.9035 0.2645  0.460
H -0.9461 1.6656 1.9689  0.442
H -1.0778 1.9732 0.3608  0.261
H -2.8421 0.3252 1.6648  0.299
H 0.4711 -3.0338 -0.1714  0.316
H -0.5582 -3.0997 -1.2134  0.328
O -0.4747 -3.1996 -0.2573  -0.661

LUMO level	0.64	eV
charge	0
gap between HOMO and LUMO	10.09	eV
spin multiplicity	1

=====

Name the least stable of them. version x.

=====

Version w
A cluster of 2 separate species, C4H11NO3 in total. Source: the OMol25 dataset; level of theory: ωB97M-V/def2-TZVPD.

Each line ends with the Mulliken charge.
Element x y z (Å)
C 1.1555 -0.3440 -1.4991  -0.051
N 0.8389 0.2934 -0.3283  0.177
C 1.4085 1.5633 0.0820  -1.028
C -0.2812 -0.2422 0.5545  -0.735
C -1.2588 1.0496 0.8682  -0.538
O -2.6391 0.8915 0.8605  -0.493
O 0.5289 -1.2363 -2.0069  -0.535
H 2.0494 0.0709 -2.0437  0.335
H 2.3172 1.4346 0.6799  0.303
H 1.7185 2.1864 -0.7672  0.358
H 0.7036 2.1467 0.7040  0.386
H 0.0193 -0.7707 1.3368  0.465
H -1.0750 -0.8275 0.0182  0.527
H -0.9707 1.4207 1.9562  0.218
H -1.1849 1.8317 0.0766  0.317
H -2.7439 0.0160 1.1683  0.309
H 0.1186 -2.7801 -0.0338  0.287
H -0.1168 -3.4024 -1.2280  0.328
O -0.5879 -3.3014 -0.3983  -0.630

LUMO level	0.63	eV
charge	0
gap between HOMO and LUMO	10.30	eV
spin multiplicity	1

=====

Version x
A cluster of 2 separate species, C4H11NO3 in total. Source: the OMol25 dataset; level of theory: ωB97M-V/def2-TZVPD.

Each line ends with the Mulliken charge.
Element x y z (Å)
C 0.6288 -2.0424 0.2295  -1.566
C 0.0304 -1.3268 1.4524  0.461
C 1.1664 -0.5272 2.1546  -1.214
N -1.0046 -0.4114 0.9541  -0.252
C -1.0524 0.2707 -0.2074  0.539
O -2.3559 0.6193 -0.4922  -0.510
O -0.1546 0.6709 -0.9158  -0.566
H 1.4213 -2.7610 0.3935  0.390
H 0.9815 -1.2911 -0.4545  0.408
H -0.1841 -2.5065 -0.3430  0.369
H -0.4261 -2.0722 2.0836  0.404
H 1.0546 0.5527 2.1089  0.347
H 2.0950 -0.9028 1.7744  0.292
H 1.1745 -0.7293 3.2337  0.328
H -1.8044 -0.2059 1.5338  0.230
H -2.2638 1.4183 -1.0236  0.340
H 1.1888 2.1549 -2.5659  0.321
H 2.5974 1.6865 -2.8338  0.308
O 2.0943 2.4816 -2.6347  -0.627

LUMO level	0.66	eV
charge	0
gap between HOMO and LUMO	10.70	eV
spin multiplicity	1

=====

Name the least stable of them. version w.

=====

Version w
The molecule C4H11NO3. Source: the OMol25 dataset; level of theory: ωB97M-V/def2-TZVPD.

Each line ends with the Mulliken charge.
Element x y z (Å)
C -0.9022 -0.2272 -1.3697  -1.058
C -1.5744 -0.0485 2.0589  -0.704
O -0.8625 -0.5435 0.9465  -0.337
H -1.0092 -0.2874 2.9670  0.310
H -1.7476 1.0302 1.9844  0.283
H -0.8754 0.3575 -2.2928  0.411
H -0.7087 -1.2751 -1.5975  0.304
H -1.8930 0.0095 -0.9807  0.273
H -2.5578 -0.5309 2.0747  0.233
C 0.6554 0.3631 -0.6670  0.663
N 1.6692 -0.1291 -1.5576  -0.641
C 0.6847 -0.2432 0.7140  -0.379
O 0.5932 1.7658 -0.7477  -0.528
O 1.3465 -1.4656 0.7920  -0.523
H 0.7163 2.1686 0.1223  0.327
H 1.4388 -1.7652 -0.1323  0.395
H 2.5840 0.2522 -1.3301  0.225
H 1.4413 0.1578 -2.5094  0.273
H 1.0013 0.4107 1.5251  0.475

LUMO level	0.69	eV
charge	0
gap between HOMO and LUMO	10.02	eV
spin multiplicity	1

=====

Version x
A cluster of 2 separate species, C4H11NO3 in total. Source: the OMol25 dataset; level of theory: ωB97M-V/def2-TZVPD.

Each line ends with the Mulliken charge.
Element x y z (Å)
O -1.2711 -0.2540 2.1723  -0.552
C -1.7919 0.6438 1.5545  -0.003
N -1.1426 1.5190 0.7513  -0.072
C 0.2569 1.3644 0.4625  -0.894
C 0.5257 0.5336 -0.7719  0.336
C 2.0263 0.3206 -0.9537  -1.419
O -0.1734 -0.6959 -0.6948  -0.445
H -2.8768 0.8535 1.6227  0.366
H -1.6946 2.2123 0.2769  0.233
H 0.7227 0.8682 1.3044  0.354
H 0.7637 2.3228 0.3711  0.409
H 0.1602 1.0096 -1.6881  0.249
H 2.4695 0.0420 0.0055  0.360
H 2.5350 1.2138 -1.3331  0.391
H 2.2007 -0.4994 -1.6528  0.341
H 0.1758 -1.2567 0.0073  0.350
H -1.2779 -3.0775 -1.1195  0.320
H -0.8499 -3.4083 0.2980  0.312
O -0.7584 -3.7118 -0.6125  -0.639

LUMO level	0.73	eV
charge	0
gap between HOMO and LUMO	10.54	eV
spin multiplicity	1

=====

Version y
A cluster of 2 separate species, C4H11NO3 in total. Source: the OMol25 dataset; level of theory: ωB97M-V/def2-TZVPD.

Each line ends with the Mulliken charge.
Element x y z (Å)
O 0.5411 1.8866 -1.1930  -0.581
C -0.5272 1.3405 -1.0598  -0.088
C -0.6721 -0.0769 -0.5434  0.278
C 0.0175 -0.1949 0.8093  -0.010
C 0.0276 -1.6380 1.2918  -1.277
O -0.7029 0.6482 1.7369  -0.561
N -2.0353 -0.5781 -0.5668  -0.616
H -1.4507 1.8761 -1.3392  0.304
H -0.0740 -0.6780 -1.2177  0.189
H 1.0472 0.1352 0.6755  0.432
H 0.1826 -1.6073 2.3720  0.331
H 0.8718 -2.1348 0.8258  0.331
H -0.8954 -2.1557 1.0455  0.334
H -0.0664 1.1618 2.2634  0.340
H -2.5188 -0.4728 0.3129  0.264
H -2.5820 -0.1050 -1.2713  0.259
H 2.2123 1.0845 -1.1521  0.427
H 3.6140 0.9750 -1.7959  0.296
O 3.0107 0.5336 -1.1939  -0.651

LUMO level	0.73	eV
charge	0
gap between HOMO and LUMO	10.38	eV
spin multiplicity	1

=====

Version z
A cluster of 2 separate species, C4H11NO3 in total. Source: the OMol25 dataset; level of theory: ωB97M-V/def2-TZVPD.

Each line ends with the Mulliken charge.
Element x y z (Å)
O -1.0871 -1.0419 0.8097  -0.686
C -0.4511 -0.3613 0.0248  0.313
N 0.7236 -0.8617 -0.4876  -0.101
C 1.7096 -0.2737 -1.3422  -0.552
O 2.2428 0.9649 -0.8690  -0.509
C -0.7667 1.0896 -0.3092  -0.016
C -2.2749 1.3435 -0.3230  -1.254
H 0.9565 -1.7497 -0.0694  0.274
H 2.5307 -0.9913 -1.3910  0.363
H 1.3231 -0.0407 -2.3312  0.316
H 2.7721 0.8157 -0.0776  0.315
H -0.2865 1.5788 0.5339  0.221
H -0.3535 1.3128 -1.2976  0.314
H -2.7288 0.8150 0.5117  0.313
H -2.5232 2.3871 -0.1493  0.348
H -2.7188 0.9970 -1.2589  0.327
H 0.5298 -1.4691 3.2185  0.301
H -0.1954 -2.2496 2.1248  0.354
O 0.5977 -2.2653 2.6825  -0.641

LUMO level	0.56	eV
charge	0
gap between HOMO and LUMO	10.71	eV
spin multiplicity	1

=====

Name the least stable of them. version w.